[1]
{"formula": "C4H7N2", "method": "ωB97M-V/def2-TZVPD", "homo_lumo_gap_ha": 0.38214, "total_charge": 1, "smiles": "[H]/N=[N+]1/C[C@H]2C[C@H]21", "energy_ha": -265.7129, "e_homo_ha": -0.5789, "elements": ["N", "N", "C", "C", "C", "C", "H", "H", "H", "H", "H", "H", "H"], "xyz": [[0.91457, -0.80949, 0.10882], [1.62054, -1.76347, 0.31694], [-1.00601, 0.39980, 0.70992], [-0.03420, -0.54922, -1.21585], [0.54670, 0.51493, 0.56212], [-0.36441, 0.77671, -0.59017], [-0.70513, -1.38595, -1.29052], [2.18058, -1.84306, 1.19076], [1.05385, 1.10976, 1.45382], [-1.28534, -0.64349, 1.00544], [-0.67870, 1.64635, -1.15781], [0.59429, -0.57774, -2.14883], [-1.37885, 1.09462, 1.33657]], "forces_ev_per_a": [[-0.510, 0.790, -2.430], [-0.113, -0.837, 0.208], [1.773, -3.094, -1.103], [2.705, -1.166, -0.353], [0.837, 1.491, 3.887], [-1.854, -0.879, 0.125], [-0.818, 0.057, 0.204], [-0.292, 0.999, -0.300], [-0.639, -1.300, -2.516], [-0.279, 1.060, -0.913], [0.611, 0.071, 0.259], [-0.226, 0.333, 1.168], [-1.195, 2.474, 1.765]], "mulliken_charge": [0.63, -0.71, -0.58, -0.49, -0.11, -0.14, 0.34, 0.31, 0.44, 0.22, 0.43, 0.30, 0.36]}

***

[2]
{"formula": "C2H3BrClNO", "method": "ωB97M-V/def2-TZVPD", "homo_lumo_gap_ha": [0.23503, 0.25557], "energy_ha": -3242.0644, "e_homo_ha": [-0.2799, -0.2944], "elements": ["Br", "Cl", "O", "N", "C", "C", "H", "H", "H"], "xyz": [[-0.26343, -2.45947, -0.33769], [-2.19639, 1.78103, 0.43518], [-1.14787, 0.84925, -1.73917], [1.11253, -1.03261, -0.01400], [0.71747, -0.02447, 0.73509], [-1.00901, 1.13817, -0.59932], [1.48900, -0.91799, -0.94294], [1.23502, 0.81900, 0.79625], [0.06268, -0.15291, 1.66660]], "forces_ev_per_a": [[1.066, 1.230, 0.366], [-1.423, 0.908, 0.847], [-0.021, 0.462, 0.568], [-0.963, -2.898, -0.493], [-5.162, -0.887, 0.819], [2.594, -2.346, -0.235], [0.235, 0.638, 0.059], [2.653, 3.334, -0.274], [1.020, -0.441, -1.658]], "mulliken_charge": [-0.02, -0.14, -0.35, -0.38, -0.52, 0.27, 0.37, 0.47, 0.30]}

***

[3]
{"formula": "C16H26B2CrN6O2", "method": "ωB97M-V/def2-TZVPD", "homo_lumo_gap_ha": [0.26917, 0.28423], "spin_multiplicity": 5, "energy_ha": -2198.5778, "s_squared": 6.03, "e_homo_ha": [-0.2477, -0.2617], "elements": ["Cr", "O", "O", "N", "N", "N", "N", "N", "N", "C", "C", "C", "C", "C", "C", "C", "C", "C", "C", "C", "C", "C", "C", "C", "C", "B", "B", "H", "H", "H", "H", "H", "H", "H", "H", "H", "H", "H", "H", "H", "H", "H", "H", "H", "H", "H", "H", "H", "H", "H", "H", "H", "H"], "xyz": [[-0.29749, -0.06460, -1.18779], [0.28587, -1.18174, 1.98764], [-0.74156, 0.89138, 2.02370], [0.73963, 2.04792, -2.84684], [1.70411, -0.19042, -3.23021], [-1.16983, -0.13265, -2.96755], [0.23513, 1.77000, -1.59121], [-0.48219, 0.35424, -4.06842], [1.36037, -0.71252, -1.99077], [0.86402, 3.36656, -2.99283], [-2.03111, -0.10165, 3.81254], [2.32463, -1.61289, -1.67340], [2.72379, -0.87536, -3.74555], [0.42176, -0.68142, 3.32433], [3.16670, -1.76972, -2.77588], [-1.21063, 0.24355, -5.17708], [0.22396, 2.92670, -0.89445], [-2.36977, -0.55721, -3.44394], [-2.42395, -0.33186, -4.82369], [-2.07928, -2.78136, 0.77780], [0.26847, -1.78731, 4.35883], [1.84560, -0.13236, 3.50373], [0.57259, 3.95481, -1.76655], [-0.65912, 0.44217, 3.37851], [-0.36984, 1.58727, 4.32960], [0.90846, 0.93863, -3.88632], [-0.31740, -0.17902, 1.23852], [-2.14317, -1.69888, 0.61142], [-0.77918, 0.59151, -6.10868], [2.08611, 0.67545, 2.79428], [1.43571, 1.33336, -4.89259], [-0.30488, 1.16860, 5.35213], [-2.77493, 0.71021, 3.74931], [0.00430, 2.91814, 0.16809], [0.61929, 5.00117, -1.55341], [-2.73584, -3.25704, 0.05503], [1.97089, 0.23275, 4.53756], [-1.05822, -3.11769, 0.62746], [0.56756, 2.11868, 4.10354], [0.40405, -1.32894, 5.35867], [-2.39066, -2.99949, 1.79826], [2.57155, -0.94756, 3.35187], [-0.71607, -2.28350, 4.34034], [1.06282, -2.54499, 4.23019], [3.02721, -0.65627, -4.75810], [-1.21589, 2.29558, 4.31766], [3.99934, -2.42638, -2.89037], [-2.39440, -0.94078, 3.19542], [1.13044, 3.75005, -3.96518], [-3.21108, -0.56294, -5.51150], [-1.95937, -0.41217, 4.86791], [-3.08265, -0.99188, -2.76059], [2.39410, -2.05817, -0.69143]], "forces_ev_per_a": [[-2.019, -0.823, 3.559], [-0.226, 0.246, 0.368], [0.125, -0.452, 0.228], [-1.049, 0.322, 1.033], [-0.128, -1.284, 0.838], [-0.908, 0.111, -2.979], [1.327, 2.295, -0.257], [-1.177, -0.487, 0.476], [3.463, -0.696, -1.063], [0.074, -0.118, 0.647], [-0.239, -0.042, 0.021], [-0.587, 0.797, -1.309], [0.072, -0.004, 0.749], [0.458, 0.205, 0.481], [0.222, 0.043, -0.377], [-0.143, -0.153, 0.641], [0.033, -0.769, -1.259], [1.410, 0.600, -0.162], [-0.159, -0.115, -0.225], [-0.258, 0.259, -0.216], [-0.234, -0.153, 0.381], [0.231, 0.096, 0.009], [0.202, 0.589, -0.250], [-0.513, -0.267, 0.800], [0.300, 0.208, 0.319], [-0.165, -0.227, 0.754], [0.588, 0.465, -2.260], [0.125, -0.283, 0.118], [-0.337, -0.152, 0.089], [-0.179, -0.235, 0.239], [-0.215, -0.094, 0.059], [0.068, 0.308, -0.354], [0.278, -0.293, -0.038], [-0.216, 0.014, -0.311], [0.017, 0.278, 0.119], [-0.143, -0.258, 0.053], [0.046, -0.039, -0.427], [0.058, 0.088, 0.024], [-0.388, -0.157, 0.028], [-0.109, -0.327, -0.353], [-0.039, -0.079, -0.060], [-0.276, 0.259, -0.026], [0.449, 0.171, -0.117], [-0.395, 0.332, -0.019], [0.299, -0.078, 0.163], [0.423, -0.202, -0.055], [0.287, -0.278, 0.109], [0.284, 0.270, 0.231], [0.173, 0.237, 0.203], [-0.284, -0.088, 0.020], [-0.230, -0.013, -0.390], [-0.056, 0.026, -0.120], [-0.344, -0.053, -0.132]], "mulliken_charge": [0.07, -0.19, -0.44, 0.04, -0.01, 0.14, 0.10, 0.29, 0.03, -0.14, -1.73, -0.41, -0.15, 1.66, -1.13, -0.09, -0.35, -0.52, -1.05, -0.86, -1.83, -1.97, -1.19, 1.58, -1.97, 0.08, 0.72, -0.01, 0.43, 0.26, -0.11, 0.36, 0.52, 0.50, 0.41, 0.35, 0.38, 0.23, 0.35, 0.37, 0.28, 0.51, 0.31, 0.46, 0.44, 0.48, 0.41, 0.09, 0.45, 0.41, 0.39, 0.49, 0.56]}

***

[4]
{"formula": "C4H7FN3", "method": "ωB97M-V/def2-TZVPD", "homo_lumo_gap_ha": 0.38475, "total_charge": 1, "smiles": "[NH2+]=C1NCN=C[C@H]1F", "energy_ha": -420.4545, "e_homo_ha": -0.5288, "elements": ["F", "N", "N", "N", "C", "C", "C", "C", "H", "H", "H", "H", "H", "H", "H"], "xyz": [[-2.24474, -0.74571, -0.21545], [1.09657, -1.48954, 0.31770], [0.94182, 0.86284, -0.18042], [-1.24449, 1.54116, 0.37979], [-0.14809, -1.60444, 0.18806], [1.69650, -0.30016, -0.02062], [-0.92498, -0.56552, -0.58520], [-0.35280, 0.78986, -0.14821], [-1.02866, -0.69607, -1.68839], [2.35217, -0.29605, 0.88787], [-0.58566, -2.36126, 0.74014], [2.34678, -0.52860, -0.91842], [1.35753, 1.73648, 0.07603], [-1.10017, 2.56359, 0.58627], [-2.16178, 1.09341, 0.58085]], "forces_ev_per_a": [[-0.378, 0.875, 0.569], [-1.737, -1.406, 0.437], [-1.207, 2.233, -0.203], [-1.415, 3.165, 0.813], [1.436, 1.254, -1.031], [4.998, -2.083, -0.822], [-0.729, -0.976, -0.021], [-1.257, -3.058, -0.303], [1.167, 0.191, 0.595], [0.110, 1.489, -0.911], [-1.543, -1.736, 0.323], [-0.374, 0.580, 0.896], [0.479, 0.358, 0.221], [-0.250, -1.698, 0.056], [0.699, 0.809, -0.616]], "mulliken_charge": [-0.32, -0.38, -0.11, -0.30, -0.21, -0.50, 0.13, 0.39, 0.30, 0.34, 0.47, 0.38, 0.26, 0.27, 0.27]}

***

- Which formula does entry 1 have?
  C4H7N2